(1)
Below is C7H12ClN5O8S2Sn as an isolated structure in a non-equilibrium geometry, with properties calculated with ωB97M-V with the def2-TZVPD basis set.

Computed properties:
Calculated total energy   -71299.2681 eV
Strongest force on any atom   4.986 eV Å⁻¹
ΔE to the lowest compared entry with this formula, charge and spin   2.96 kcal per mole

Last column: Mulliken charge in e.
CARTESIAN COORDINATES (ANGSTROEM)
Sn  9.8886  5.8323  8.8083  0.99
O  9.5389  2.8260  11.1545  -0.58
Cl  10.4127  3.9357  10.9933  1.85
O  11.3612  4.0409  12.0396  -0.59
O  9.6717  5.2497  10.9412  -0.67
O  10.9850  3.7971  9.6602  -0.55
C  13.7636  3.9767  6.2391  -0.36
N  13.3449  4.2191  7.5867  0.47
C  13.7230  5.6173  7.9044  -0.71
N  15.1337  5.8497  7.7144  0.06
C  15.5053  5.6376  6.3474  -0.71
N  15.1826  4.2627  5.9459  0.02
C  15.9286  3.4189  6.8386  -0.89
N  15.6316  3.5565  8.2807  0.03
C  14.1964  3.3722  8.4657  -0.77
C  15.9065  4.9375  8.5618  -0.80
H  13.2776  4.6393  4.4099  0.38
H  13.5365  2.8849  5.9744  0.35
H  13.4785  5.9121  8.9169  0.27
H  13.1350  6.2886  7.3034  0.39
H  16.5429  5.7903  6.2301  0.44
H  14.9983  6.3698  5.7324  0.29
H  16.9805  3.5277  6.5850  0.35
H  15.6113  2.4319  6.6692  0.51
H  14.0096  3.4427  9.5295  0.22
H  13.9371  2.3322  8.2479  0.39
H  16.9570  5.1213  8.3894  0.35
H  15.6822  5.0603  9.6159  0.37
O  10.6745  5.2250  6.4690  -0.29
S  10.8294  4.4249  5.2997  0.94
O  10.6034  5.0281  4.0583  -0.48
O  11.0803  3.0213  5.3749  -0.42
O  13.0115  4.8408  5.3512  -0.63
S  7.9658  3.6796  5.5825  -0.30
C  8.0478  4.2198  7.1104  0.66
N  8.3041  4.7104  8.2183  -0.58

(2)
Below is C15H27N2OSr as an isolated structure in a non-equilibrium geometry, with properties calculated with ωB97M-V with the def2-TZVPD basis set.

Computed properties:
Calculated total energy   -21851.8487 eV
Strongest force on any atom   1.584 eV Å⁻¹
ΔE to the lowest compared entry with this formula, charge and spin   0.00 kcal per mole
Total charge   +1

Last column: Mulliken charge in e.
CARTESIAN COORDINATES (ANGSTROEM)
Sr  0.7821  -1.0262  -0.8305  2.17
C  1.4950  2.1333  -0.5870  0.88
C  2.5494  1.2642  -0.2229  1.10
C  2.7876  0.3824  -1.3055  -0.57
C  1.8965  0.7425  -2.3550  -0.33
C  1.1081  1.8335  -1.9002  1.00
C  0.0154  2.5198  -2.6670  -1.52
C  1.8809  0.1189  -3.7247  -1.55
C  4.0494  -0.4135  -1.5051  -1.46
C  3.3105  1.2855  1.0716  -1.88
C  0.8859  3.2084  0.2638  -1.48
H  0.2104  3.5931  -2.7363  0.35
H  -0.9744  2.4228  -2.2101  0.21
H  -0.0652  2.1507  -3.6900  0.44
H  2.4902  0.6523  -4.4609  0.30
H  0.8823  0.0546  -4.1694  0.43
H  2.2954  -0.8980  -3.7206  0.26
H  4.8721  0.1794  -1.9127  0.30
H  3.9309  -1.2478  -2.2080  0.31
H  4.4276  -0.8482  -0.5740  0.38
H  4.3012  1.7346  0.9502  0.31
H  3.4887  0.2926  1.4962  0.33
H  2.7953  1.8620  1.8392  0.43
H  0.7117  4.1201  -0.3117  0.35
H  1.5315  3.4885  1.0956  0.44
H  -0.0808  2.9287  0.6933  0.21
C  -3.1438  -0.4045  -0.5543  -0.83
N  -3.1712  -1.1122  0.7295  0.06
C  -4.4940  -1.4496  1.2620  -1.11
C  -1.9765  -1.4115  1.2774  0.37
O  -0.9449  -1.0684  0.6073  -0.91
N  -1.7692  -2.0148  2.4642  0.10
C  -0.4087  -2.0374  2.9964  -1.09
C  -2.6945  -2.7692  3.3136  -0.96
H  -4.1382  -0.0102  -0.7383  0.34
H  -2.8910  -1.0736  -1.3800  0.21
H  -2.4479  0.4295  -0.5227  0.28
H  -5.2303  -0.9753  0.6218  0.33
H  -4.6323  -1.0601  2.2689  0.42
H  -4.6864  -2.5200  1.2397  0.38
H  0.1642  -1.1942  2.6287  0.32
H  0.0932  -2.9791  2.7617  0.30
H  -0.4754  -1.9536  4.0807  0.35
H  -3.6592  -2.9150  2.8630  0.34
H  -2.8144  -2.2626  4.2712  0.33
H  -2.2574  -3.7526  3.4910  0.36

(3)
Below is C3H3N3O2 as an isolated structure in a non-equilibrium geometry, with properties calculated with ωB97M-V with the def2-TZVPD basis set.

Computed properties:
Calculated total energy   -11719.2269 eV
Strongest force on any atom   6.253 eV Å⁻¹
ΔE to the lowest compared entry with this formula, charge and spin   155.20 kcal per mole

Last column: Mulliken charge in e.
CARTESIAN COORDINATES (ANGSTROEM)
C  -2.0266  0.0747  0.2187  -0.09
C  0.0874  -0.7486  -0.0248  0.50
C  0.0310  0.5752  -0.0618  0.30
H  -3.2959  -0.0035  -0.2638  0.22
H  -2.2815  -0.0642  1.3023  0.25
H  1.8771  1.8453  -0.2884  0.29
N  1.4240  -1.0698  0.2212  -0.36
N  2.1137  -0.0447  0.0156  -0.48
N  1.2723  0.9893  -0.0458  0.15
O  -1.1424  -1.1457  -0.3210  -0.42
O  -1.1726  1.1071  -0.0390  -0.37

(4)
Below is a 2-piece molecular cluster, CH5OPS overall in a non-equilibrium geometry, with properties calculated with ωB97M-V with the def2-TZVPD basis set.

Computed properties:
Calculated total energy   -23286.1149 eV
Strongest force on any atom   3.280 eV Å⁻¹
ΔE to the lowest compared entry with this formula, charge and spin   95.08 kcal per mole

Last column: Mulliken charge in e.
CARTESIAN COORDINATES (ANGSTROEM)
C  0.5012  0.9927  -0.6932  -0.60
O  0.1281  0.9155  0.6453  -0.24
P  -1.2535  0.3655  1.3171  0.04
S  0.1075  -2.6747  0.1725  -0.24
H  1.6520  0.8666  -0.8729  0.23
H  0.3372  1.9201  -1.1023  0.33
H  0.0753  0.3267  -1.4275  0.30
H  -0.4659  -0.2412  2.2447  0.05
H  -1.0818  -2.4712  -0.2838  0.12

Q: Among the records above, which one has the highest strongest force on any atom?
A: C3H3N3O2

Q: ΔE to the lowest compared entry with this formula, charge and spin of number 4 (CH5OPS)?
A: 95.08 kcal per mole

Q: Look up the calculated total energy of the first one.
A: -71299.2681 eV

Q: What is the calculated total energy in the second record?
A: -21851.8487 eV